--- a ---
DFT (ωB97M-V with the def2-TZVPD basis set) results for a 2-piece molecular cluster, FHN2O3 overall.

CARTESIAN COORDINATES (ANGSTROEM)
N (-2.4222, 0.3966, 0.0429)
N (-1.0438, -0.2939, 0.3492)
O (-2.2900, 1.5610, -0.1506)
O (-3.4246, -0.2628, 0.0630)
O (-0.1342, 0.2033, -0.4377)
F (-1.4394, -1.9154, -0.1458)
H (0.6403, 0.4096, 0.1197)

Results
2S+1	1
Kohn-Sham gap (alpha / beta)	10.39 / 10.39	eV
HOMO energy (alpha / beta)	-11.82 / -11.82	eV
LUMO energy (alpha / beta)	-1.428 / -1.428	eV

Atom charges from the natural (NBO) analysis, given in e for atoms 1 to 5:
1. N 0.598
2. N 0.282
3. O -0.314
4. O -0.275
5. O -0.445

---

--- b ---
DFT (ωB97M-V with the def2-TZVPD basis set) results for a 2-piece molecular cluster, FHN2O3 overall.

CARTESIAN COORDINATES (ANGSTROEM)
N (1.9365, 1.5513, -1.2938)
N (0.1823, 0.6436, -1.0083)
O (0.0225, 0.4803, 0.3447)
O (-0.5327, 1.3994, -1.5575)
O (1.5668, 2.3024, -2.0507)
F (-0.0957, -0.8009, -1.5749)
H (-0.8646, 0.9178, 0.5377)

Results
2S+1	1
Kohn-Sham gap (alpha / beta)	8.27 / 8.27	eV
HOMO energy (alpha / beta)	-9.94 / -9.94	eV
LUMO energy (alpha / beta)	-1.670 / -1.670	eV

Atom charges from the natural (NBO) analysis, given in e for atoms 1 to 5:
1. N 0.387
2. N 0.531
3. O -0.529
4. O -0.421
5. O -0.064

---

Each structure's energy above the most stable one, in kcal/mol: a 9.8; b 0.0.

---

--- a ---
DFT (ωB97M-V with the def2-TZVPD basis set) results for one molecule with the formula C4H6NOP.

CARTESIAN COORDINATES (ANGSTROEM)
C (-0.2563, 0.8958, -0.5449)
C (-0.2517, -0.5699, -0.7905)
C (-1.2945, 1.4242, 0.0703)
C (0.7878, -1.2207, -0.0029)
N (1.8440, -0.6135, 0.6873)
O (-2.1723, 0.6261, 0.6835)
P (-2.1704, -0.9470, 0.0050)
H (0.4136, 1.6750, -0.8773)
H (-0.4675, -1.0065, -1.6796)
H (-1.3017, 2.5345, 0.2629)
H (0.9703, -2.2386, -0.1367)
H (1.9860, 0.3911, 0.6860)
H (1.9128, -0.9507, 1.6371)

Results
2S+1	3
Kohn-Sham gap (alpha / beta)	7.27 / 8.52	eV
HOMO energy (alpha / beta)	-6.27 / -9.20	eV
LUMO energy (alpha / beta)	1.003 / -0.673	eV
<S²>	2.02

Atom charges from the natural (NBO) analysis, given in e for atoms 1 to 5:
1. C -0.339
2. C -0.491
3. C 0.150
4. C -0.024
5. N -0.814

---

--- b ---
DFT (ωB97M-V with the def2-TZVPD basis set) results for C4H6NOP as an isolated structure.

CARTESIAN COORDINATES (ANGSTROEM)
C (0.9827, -0.3577, -0.1155)
C (0.4014, -1.7031, -0.0822)
C (2.3168, -0.2732, 0.0161)
C (0.0737, 0.9908, -0.3050)
N (-1.5190, 1.4168, -0.0255)
O (-0.9103, -1.5652, 0.0771)
P (-1.9673, -0.1236, 0.1668)
H (2.7168, 0.6201, 0.3230)
H (2.8769, -1.2600, 0.0074)
H (0.4839, 1.8018, 0.3302)
H (0.0951, 1.3048, -1.3586)
H (-3.0361, -0.6268, -0.5269)
H (-2.5145, -0.2247, 1.4931)

Results
2S+1	3
Kohn-Sham gap (alpha / beta)	7.81 / 7.12	eV
HOMO energy (alpha / beta)	-7.12 / -8.92	eV
LUMO energy (alpha / beta)	0.681 / -1.809	eV
<S²>	2.03

Atom charges from the natural (NBO) analysis, given in e for atoms 1 to 5:
1. C -0.192
2. C 0.412
3. C -0.395
4. C -0.340
5. N -0.938

---

Each structure's energy above the most stable one, in kcal/mol: a 0.0; b 92.8.

---

--- a ---
DFT (ωB97M-V with the def2-TZVPD basis set) results for one molecule with the formula C9H8S.

CARTESIAN COORDINATES (ANGSTROEM)
C (-1.5264, 1.2943, 1.0107)
C (-2.1779, 0.7639, -0.1154)
C (-0.1916, 1.0304, 1.2146)
C (-1.4946, 0.0222, -1.0299)
C (0.5420, 0.3123, 0.2778)
C (-0.0933, -0.2297, -0.8914)
C (1.6882, -1.4520, 0.7734)
C (1.9706, -0.0492, 0.5137)
C (0.5788, -0.9936, -1.8096)
S (1.0149, -2.4891, 1.7269)
H (-2.0752, 1.9066, 1.7094)
H (-3.2364, 0.9393, -0.2430)
H (0.3142, 1.4216, 2.0859)
H (-2.0039, -0.4032, -1.8837)
H (2.6354, 0.1147, -0.3361)
H (2.3802, 0.4216, 1.4118)
H (0.0387, -1.4398, -2.6273)
H (1.6362, -1.1705, -1.7878)

Results
2S+1	1
Kohn-Sham gap (alpha / beta)	6.26 / 7.49	eV
HOMO energy (alpha / beta)	-6.94 / -7.29	eV
LUMO energy (alpha / beta)	-0.675 / 0.195	eV

Atom charges from the natural (NBO) analysis, given in e for atoms 1 to 5:
1. C -0.199
2. C -0.219
3. C -0.241
4. C -0.166
5. C 0.105

---

--- b ---
DFT (ωB97M-V with the def2-TZVPD basis set) results for one molecule with the formula C9H8S.

CARTESIAN COORDINATES (ANGSTROEM)
C (0.1610, -2.1287, 1.1781)
C (1.1512, -1.3685, 1.7251)
C (-0.7653, -1.6196, 0.2853)
C (1.1737, 0.0387, 1.4913)
C (-0.7424, -0.2322, 0.0123)
C (0.1938, 0.5310, 0.5681)
C (-1.2260, 0.9256, -2.0257)
C (-1.6551, 0.3609, -0.9120)
C (1.7086, 2.2384, -0.8287)
S (0.4018, 2.3103, 0.0690)
H (0.1352, -3.1541, 1.4567)
H (1.8783, -1.7312, 2.3657)
H (-1.5690, -2.2706, -0.1180)
H (2.0683, 0.6072, 1.8660)
H (-0.1060, 0.9178, -2.1717)
H (-1.9548, 1.2251, -2.7675)
H (-2.7755, 0.2620, -0.6503)
H (1.9221, 3.0878, -1.5438)

Results
2S+1	1
Kohn-Sham gap	8.22	eV
HOMO energy	-8.07	eV
LUMO energy	0.147	eV

Atom charges from the natural (NBO) analysis, given in e for atoms 1 to 5:
1. C -0.208
2. C -0.199
3. C -0.177
4. C -0.185
5. C -0.115

---

Each structure's energy above the most stable one, in kcal/mol: a 0.0; b 20.7.

---

--- a ---
DFT (ωB97M-V with the def2-TZVPD basis set) results for a 9-piece molecular cluster, BH20O8 overall.

CARTESIAN COORDINATES (ANGSTROEM)
B (-0.7472, 0.3559, 1.2111)
H (-1.5102, -0.4251, 1.8021)
H (-0.5342, -0.0611, 0.0751)
H (-1.3622, 1.3989, 1.0621)
H (0.3318, 0.4829, 1.7611)
O (2.2708, -1.6371, 0.3041)
H (1.3898, -1.3101, 0.4811)
H (2.0658, -2.5541, 0.2221)
O (-3.4132, -0.3771, -0.7829)
H (-2.6392, -0.4901, -1.3499)
H (-3.0202, -0.2831, 0.0611)
O (3.0008, 1.2229, 2.9171)
H (3.2988, 0.3899, 3.3211)
H (2.1508, 0.9709, 2.5941)
O (-0.2402, 1.5369, -3.0969)
H (0.2648, 1.5199, -3.9139)
H (0.2428, 0.8689, -2.5569)
O (-0.2202, -2.7141, -1.1619)
H (-0.5112, -2.4951, -0.2659)
H (-0.4382, -1.9091, -1.6599)
O (-0.6422, 3.4109, -1.0999)
H (-0.5462, 2.6479, -1.5959)
H (-1.2982, 3.1189, -0.4079)
O (1.9888, 2.3289, -0.7979)
H (2.7858, 1.8019, -0.5229)
H (1.1368, 1.9099, -0.5049)
O (-0.9412, -3.4311, 1.3351)
H (-1.6492, -3.6361, 0.7211)
H (-1.2132, -2.6411, 1.8491)

Results
2S+1	1
charge	-1
Kohn-Sham gap	9.41	eV
HOMO energy	-6.55	eV
LUMO energy	2.858	eV

Atom charges from the natural (NBO) analysis, given in e for atoms 1 to 5:
1. B -0.715
2. H -0.076
3. H -0.099
4. H -0.039
5. H -0.066

---

--- b ---
DFT (ωB97M-V with the def2-TZVPD basis set) results for a 9-piece molecular cluster, BH20O8 overall.

CARTESIAN COORDINATES (ANGSTROEM)
B (4.2030, 27.5950, -26.8950)
H (4.7220, 28.7050, -26.6520)
H (2.9820, 27.6220, -27.0770)
H (4.6740, 27.2010, -27.9620)
H (4.4620, 26.8880, -25.9440)
O (7.4220, 26.5680, -26.2760)
H (6.5930, 27.0270, -26.4600)
H (7.5340, 25.7430, -26.8120)
O (4.8870, 27.5690, -23.1490)
H (4.4770, 26.7210, -23.1970)
H (4.8920, 27.8760, -24.0740)
O (1.8540, 25.2520, -26.0420)
H (1.1430, 25.1740, -26.6850)
H (2.3520, 25.9860, -26.3550)
O (2.5420, 24.9610, -29.0570)
H (1.5980, 25.1820, -29.0890)
H (2.9600, 25.7920, -28.9610)
O (2.3710, 29.1950, -24.3930)
H (2.1320, 28.2850, -24.1600)
H (3.0010, 28.9970, -25.1280)
O (6.2270, 25.1550, -24.2450)
H (6.8340, 25.7260, -24.7510)
H (5.3970, 25.2590, -24.6470)
O (5.6150, 24.5250, -27.2020)
H (5.2960, 25.3550, -27.5010)
H (5.0810, 24.2000, -26.5050)
O (3.8970, 23.8140, -25.2300)
H (3.4680, 23.0110, -24.9190)
H (3.2070, 24.4790, -25.4570)

Results
2S+1	1
charge	-1
Kohn-Sham gap	9.40	eV
HOMO energy	-6.69	eV
LUMO energy	2.704	eV

Atom charges from the natural (NBO) analysis, given in e for atoms 1 to 5:
1. B -0.801
2. H -0.017
3. H -0.061
4. H -0.043
5. H -0.068

---

Each structure's energy above the most stable one, in kcal/mol: a 8.3; b 0.0.

---

--- a ---
DFT (ωB97M-V with the def2-TZVPD basis set) results for one molecule with the formula C3H2OS.

CARTESIAN COORDINATES (ANGSTROEM)
C (0.5374, 1.4761, 1.0238)
C (-0.2129, 0.3348, 0.1464)
C (-0.9537, -0.6577, -0.5295)
O (0.2373, -2.6017, -1.8002)
S (-1.0659, -2.0613, -1.3238)
H (1.4283, 1.7905, 0.5022)
H (0.0295, 1.7193, 1.9811)

Results
2S+1	1
Kohn-Sham gap (alpha / beta)	7.32 / 7.82	eV
HOMO energy (alpha / beta)	-8.94 / -9.38	eV
LUMO energy (alpha / beta)	-1.620 / -1.559	eV

Atom charges from the natural (NBO) analysis, given in e for atoms 1 to 5:
1. C -0.387
2. C 0.116
3. C -0.510
4. O -0.828
5. S 1.132

---

--- b ---
DFT (ωB97M-V with the def2-TZVPD basis set) results for one molecule with the formula C3H2OS.

CARTESIAN COORDINATES (ANGSTROEM)
C (1.9801, -0.2946, -0.0096)
C (0.8729, 0.1656, -0.1658)
C (-0.5541, 0.3871, -0.0981)
O (-1.2125, 1.4796, 0.0259)
S (-1.5684, -0.9155, -0.0311)
H (2.9885, -1.0539, 0.2905)
H (-2.5065, 0.2316, -0.0118)

Results
2S+1	1
Kohn-Sham gap	9.73	eV
HOMO energy	-10.04	eV
LUMO energy	-0.311	eV
SMILES string	C#CC(=O)S

Atom charges from the natural (NBO) analysis, given in e for atoms 1 to 5:
1. C -0.124
2. C -0.152
3. C 0.237
4. O -0.571
5. S 0.076

---

Each structure's energy above the most stable one, in kcal/mol: a 50.1; b 0.0.

---

--- a ---
DFT (ωB97M-V with the def2-TZVPD basis set) results for an isolated ion of composition C4H6NO and charge +1.

CARTESIAN COORDINATES (ANGSTROEM)
C (-0.3651, 1.5624, -0.1693)
N (-0.5246, 0.2144, -0.0810)
C (0.5765, -0.6342, 0.0302)
C (-1.7047, -0.5124, 0.1153)
C (-2.9595, -0.1496, 0.1198)
O (-4.0694, 0.0239, 0.0001)
H (-1.0432, 2.3400, -0.2830)
H (0.6721, 1.8192, -0.1075)
H (0.1794, -1.6456, -0.3529)
H (1.4540, -0.2459, -0.4969)
H (0.8370, -0.8918, 1.0457)
H (-1.5781, -1.6571, 0.1980)

Results
2S+1	1
charge	+1
Kohn-Sham gap (alpha / beta)	8.64 / 8.64	eV
HOMO energy (alpha / beta)	-14.39 / -14.39	eV
LUMO energy (alpha / beta)	-5.745 / -5.744	eV
SMILES string	C=[N+](C)C=C=O

Atom charges from the natural (NBO) analysis, given in e for atoms 1 to 5:
1. C 0.050
2. N -0.203
3. C -0.429
4. C -0.399
5. C 0.771

---

--- b ---
DFT (ωB97M-V with the def2-TZVPD basis set) results for an isolated ion of composition C4H6NO and charge +1.

CARTESIAN COORDINATES (ANGSTROEM)
C (1.6657, 0.2061, 0.0094)
N (0.2085, 0.1244, -0.0467)
C (-0.4741, -1.0471, -0.0102)
C (-1.8272, -0.7776, -0.0073)
O (-1.9563, 0.5534, 0.0156)
C (-0.6636, 1.1113, -0.0018)
H (1.9350, 1.1223, -0.6254)
H (1.8499, 0.4587, 1.1232)
H (2.3383, -0.6420, -0.2000)
H (0.2030, -1.8544, -0.1866)
H (-2.5990, -1.4083, 0.2630)
H (-0.6802, 2.1530, -0.3333)

Results
2S+1	1
charge	+1
Kohn-Sham gap	10.45	eV
HOMO energy	-15.19	eV
LUMO energy	-4.743	eV
SMILES string	C[n+]1ccoc1

Atom charges from the natural (NBO) analysis, given in e for atoms 1 to 5:
1. C -0.450
2. N -0.269
3. C -0.072
4. C 0.166
5. O -0.325

---

Each structure's energy above the most stable one, in kcal/mol: a 30.2; b 0.0.